1.
ORCA calculation (the ωB97M-V functional and the def2-TZVPD basis) on the ion CH6N3OS with charge +1 at a distorted geometry.

```
12
Properties=species:S:1:pos:R:3:forces:R:3:nbo_charge:R:1
C -0.759077 -0.832880 -0.716979 -2.76 -2.44 1.78 0.30
N -0.037933 -1.677815 0.133676 -1.58 0.06 1.09 -0.84
N -0.034738 0.282352 -0.939074 0.56 4.96 -5.19 -0.46
N 0.103026 1.109597 0.207487 -2.23 -1.33 2.46 -0.53
O -2.219444 -0.585115 -0.216057 2.16 -0.37 -0.63 -0.63
S -2.050832 -1.382149 -1.733270 -0.22 0.38 -0.38 0.55
H -0.457470 -2.576096 0.309372 -0.47 -0.01 0.18 0.42
H 0.886453 -1.834810 -0.124829 1.89 -0.03 -0.82 0.40
H -0.381288 0.897599 -1.790011 0.76 -1.80 2.32 0.43
H 0.230604 2.142372 0.133117 0.13 -1.04 -0.42 0.48
H 0.765681 0.609990 0.774532 1.54 0.46 0.43 0.45
H -0.735612 0.869301 0.824944 0.23 1.17 -0.81 0.45
```
Positions in Å, forces in eV/Å.

Results
- Total energy: -18477.0525 eV
- Net charge: +1
- Highest occupied orbital energy: -0.4822 hartree
- HOMO-LUMO gap: 9.1423 eV
- SMILES string: N[C@]1(N[NH3+])OS1
- Energy above the lowest of the compared OMol25 structures with the same formula, charge and spin: 317.2 kJ/mol

---

2.
ORCA calculation (the ωB97M-V functional and the def2-TZVPD basis) on a structure of composition H16O8 at a distorted geometry.

```
24
Properties=species:S:1:pos:R:3:forces:R:3:nbo_charge:R:1
O 14.604590 -21.833600 -17.793600 -1.03 -1.52 6.15 -1.01
H 15.007180 -21.406980 -17.037200 0.13 -0.41 0.39 0.49
H 14.865790 -21.294640 -18.540290 0.47 0.89 -0.47 0.45
O 14.044250 -23.402460 -19.411140 -0.01 -2.99 1.47 -0.90
H 13.220510 -23.702590 -19.026950 -0.12 -0.18 0.30 0.48
H 14.341420 -22.704870 -18.826950 0.47 -0.23 1.49 0.49
O 16.165650 -18.634580 -17.706420 1.73 -0.26 2.13 -0.95
H 16.335140 -17.719890 -17.931930 0.11 0.12 0.13 0.45
H 15.298340 -18.814460 -18.069240 1.02 0.02 0.91 0.46
O 17.281720 -20.156800 -20.317940 0.67 0.02 -0.39 -0.90
H 18.003390 -19.887640 -20.886260 0.38 0.08 -0.17 0.46
H 16.637960 -19.452930 -20.397850 0.13 -0.11 0.12 0.44
O 13.536540 -22.695720 -21.419350 0.57 -2.06 -4.25 -1.04
H 13.779140 -22.906670 -20.517760 0.62 -0.75 1.04 0.45
H 13.199660 -23.517720 -21.775820 0.19 -0.21 -0.28 0.47
O 14.603260 -18.546620 -19.291950 -2.99 4.07 -2.15 -0.89
H 14.954420 -18.103600 -20.064390 0.22 0.36 -0.36 0.51
H 13.902570 -17.972030 -18.983560 -0.74 0.10 0.02 0.52
O 15.035530 -20.710930 -19.543650 1.07 0.00 -4.92 -0.90
H 14.774960 -19.789950 -19.554560 -0.61 -0.73 0.02 0.46
H 14.704140 -21.063910 -20.369370 -0.01 -0.49 -0.40 0.50
O 12.521700 -20.873720 -21.696660 -1.90 4.34 -0.34 -0.99
H 12.313180 -21.510500 -21.013090 0.12 0.13 -0.49 0.48
H 13.317990 -21.212720 -22.105600 -0.47 -0.20 0.07 0.49
```
Positions in Å, forces in eV/Å.

Results
- Total energy: -16634.2826 eV
- Net charge: 0
- Highest occupied orbital energy: -0.3491 hartree
- HOMO-LUMO gap: 9.0386 eV
- Energy above the lowest of the compared OMol25 structures with the same formula, charge and spin: 745.6 kJ/mol

---

3.
ORCA calculation (the ωB97M-V functional and the def2-TZVPD basis) on a structure of composition C3H5NO at a distorted geometry.

```
10
Properties=species:S:1:pos:R:3:forces:R:3:nbo_charge:R:1
N 0.566038 -1.409536 0.092035 -0.75 -0.45 -0.13 -0.84
C -1.026061 1.101354 0.505681 4.00 3.02 1.88 0.16
C 0.045575 -0.202311 -0.519529 1.20 0.02 0.85 0.22
C 0.308917 0.999106 0.319502 0.44 1.96 0.55 -0.37
O -1.333933 0.050310 -0.175026 -3.79 -4.33 -2.58 -0.48
H 0.093153 -2.241217 -0.250337 0.05 0.11 -0.11 0.36
H 1.559642 -1.542461 -0.067003 -0.15 0.34 -0.04 0.37
H -1.623540 1.818754 1.068873 -0.51 -0.69 -0.44 0.20
H 0.221802 -0.117293 -1.597286 -0.44 0.07 0.06 0.17
H 1.188404 1.543295 0.623091 -0.04 -0.05 -0.04 0.21
```
Positions in Å, forces in eV/Å.

Results
- Total energy: -6726.9754 eV
- Net charge: 0
- Highest occupied orbital energy: -0.3090 hartree
- HOMO-LUMO gap: 9.4438 eV
- Energy above the lowest of the compared OMol25 structures with the same formula, charge and spin: 250.6 kJ/mol

---

4.
ORCA calculation (the ωB97M-V functional and the def2-TZVPD basis) on a cluster of 2 separate species, C4H11NS in total at a distorted geometry.

```
17
Properties=species:S:1:pos:R:3:forces:R:3:nbo_charge:R:1
C -3.092310 -0.192715 0.402841 -1.81 1.33 0.67 -0.63
C 2.071773 0.926176 0.219294 -0.45 -1.44 0.01 -0.70
C 2.598633 -1.784929 -0.685046 -2.54 0.17 0.56 -0.69
C -2.249494 1.109858 0.103897 1.20 -0.92 1.64 -0.39
N -1.095524 1.135915 -0.641129 0.27 -0.57 -0.98 -0.12
S 1.228036 -0.733799 0.163418 1.78 -0.37 -0.70 0.12
H -3.712769 0.059018 1.358765 1.59 -0.87 -1.16 0.22
H -3.929422 -0.198787 -0.287944 0.08 -0.26 -0.64 0.21
H -2.632004 -1.204767 0.375931 0.13 1.12 0.34 0.24
H 3.113848 0.698500 0.139870 0.75 0.02 0.59 0.21
H 1.786870 1.387919 1.164154 0.21 0.14 -0.26 0.22
H 1.874758 1.518000 -0.647645 -0.74 0.48 -0.37 0.22
H 2.381647 -1.901953 -1.728937 -0.19 0.08 -0.49 0.21
H 2.644758 -2.756232 -0.233456 -0.45 -0.54 0.36 0.22
H 3.557436 -1.411743 -0.565992 1.71 1.32 0.34 0.20
H -1.750869 1.358151 1.089642 -0.67 0.27 -0.15 0.24
H -2.795363 1.991392 -0.227662 -0.87 0.06 0.25 0.23
```
Positions in Å, forces in eV/Å.

Results
- Total energy: -16646.7340 eV
- Net charge: 0
- Highest occupied orbital energy (alpha / beta): -0.2997 / -0.3036 hartree
- HOMO-LUMO gap (alpha / beta): 8.0376 / 8.2331 eV
- Energy above the lowest of the compared OMol25 structures with the same formula, charge and spin: 488.2 kJ/mol

---

5.
ORCA calculation (the ωB97M-V functional and the def2-TZVPD basis) on the ion CH8N4 with charge +2 at a distorted geometry.

```
13
Properties=species:S:1:pos:R:3:forces:R:3:nbo_charge:R:1
C -0.510228 -0.437763 0.093968 -1.21 -0.09 -2.74 -0.08
N -1.839170 0.339815 -0.083701 1.19 -1.57 0.37 -0.69
N 0.960955 1.385777 0.132046 -1.50 2.51 -0.09 -0.23
N 0.902610 0.210895 -0.022413 -2.82 -3.17 -0.78 0.24
N 1.853447 -0.679468 -0.207349 0.37 1.27 -0.32 -0.53
H -0.398559 -0.878223 0.990911 -0.49 -1.08 3.69 0.25
H -0.771322 -1.289624 -0.564070 1.52 0.47 -0.42 0.28
H -2.645120 -0.298660 0.258048 1.19 0.37 -1.76 0.51
H -1.850802 0.753784 -1.037771 -0.84 -0.54 0.40 0.49
H 1.839738 1.832522 -0.000982 1.55 0.41 0.16 0.41
H 1.737662 -1.660761 -0.156453 -0.78 -1.10 0.00 0.45
H -2.026125 1.045815 0.570319 0.51 2.31 1.38 0.46
H 2.746916 -0.324108 0.027453 1.32 0.24 0.10 0.44
```
Positions in Å, forces in eV/Å.

Results
- Total energy: -7105.1246 eV
- Net charge: +2
- Highest occupied orbital energy: -0.7770 hartree
- HOMO-LUMO gap: 11.4182 eV
- SMILES string: [H]/N=[N+](\N)C[NH3+]
- Energy above the lowest of the compared OMol25 structures with the same formula, charge and spin: 11.9 kJ/mol

---

6.
ORCA calculation (the ωB97M-V functional and the def2-TZVPD basis) on a cluster of 2 separate species, C2H4ClNO3 in total at a distorted geometry.

```
11
Properties=species:S:1:pos:R:3:forces:R:3:nbo_charge:R:1
C -0.177399 0.395166 0.928613 0.37 -1.10 -2.99 0.74
C 0.406339 -0.008329 -0.453135 0.02 1.86 0.29 0.62
N 0.430206 -1.189938 -0.999860 0.49 -1.70 -1.08 -0.74
O 0.090416 1.477291 1.330752 0.48 1.03 1.08 -0.59
O -0.853434 -0.567965 1.496833 -0.34 0.65 2.38 -0.65
O 1.172968 0.914506 -0.967836 0.58 0.19 -0.30 -0.63
Cl -2.030174 0.678647 -0.844827 0.43 0.07 -0.23 -0.68
H -1.163938 -0.080277 2.315888 -0.09 -1.25 -0.75 0.51
H 0.827662 -1.405862 -1.996675 -1.16 0.78 2.88 0.45
H -0.069154 -1.895812 -0.439826 0.23 0.31 -1.08 0.44
H 1.366506 1.682573 -0.369926 -1.01 -0.84 -0.20 0.54
```
Positions in Å, forces in eV/Å.

Results
- Total energy: -22293.5019 eV
- Net charge: 0
- Highest occupied orbital energy: -0.3259 hartree
- HOMO-LUMO gap: 8.7449 eV
- Energy above the lowest of the compared OMol25 structures with the same formula, charge and spin: 102.8 kJ/mol

---

Look up the energy above the lowest of the compared OMol25 structures with the same formula, charge and spin of the first one.
317.2 kJ/mol